Entry 1:
Entry from OMol25: 2 unconnected molecules or ions with the total composition C4H9BrS at a distorted geometry (ωB97M-V with the def2-TZVPD basis set).

Geometry as ORCA input:
```
! RIJCOSX wB97M-V def2-TZVPD def2/J DEFGRID3
* xyz 0 3
C -0.352 -1.253 -0.031
C -1.222 1.039 0.700
C 0.790 0.759 -0.800
C 0.088 0.176 0.314
S 1.077 0.187 1.847
Br 2.939 -2.514 -0.954
H 0.379 -1.763 -0.603
H -0.697 -1.889 0.890
H -1.253 -0.981 -0.653
H -0.918 1.859 1.337
H -1.821 0.345 1.304
H -1.983 1.234 -0.189
H 1.796 0.545 -0.548
H 0.304 0.435 -1.799
H 0.874 1.820 -0.814
*
```

HOMO level (spin up / spin down): -9.4 / -8.9 eV
E_LUMO (spin up / spin down): 0.8 / -3.7 eV

natural (NBO) population analysis, charges in e, atoms 1 to 2: atom 1 (C): -0.615, atom 2 (C): -0.623

***

Entry 2:
Entry from OMol25: 2 unconnected molecules or ions with the total composition C3H5O3S2 at a distorted geometry (ωB97M-V with the def2-TZVPD basis set).

Geometry as ORCA input:
```
! RIJCOSX wB97M-V def2-TZVPD def2/J DEFGRID3
* xyz -1 1
C 0.455 1.454 -0.058
C 1.233 -0.760 0.828
C 0.709 0.031 -0.320
O -0.427 1.996 -1.041
O 1.044 2.108 0.774
O 0.242 -0.443 -1.353
S -2.679 -1.295 -0.677
S -2.125 -0.077 0.926
H 2.213 -0.391 1.244
H 1.063 -1.730 0.668
H 0.589 -0.538 1.680
H -0.775 1.149 -1.384
H -1.542 -1.503 -1.288
*
```

HOMO level: -2.8 eV
ΔE to the lowest compared entry with this formula, charge and spin: 18.81 kcal per mole
E_LUMO: 3.2 eV

natural (NBO) population analysis, charges in e, atoms 1 to 2: atom 1 (C): 0.702, atom 2 (C): -0.726

***

Entry 3:
Entry from OMol25: C5H10O2 in the gas phase (ωB97M-V with the def2-TZVPD basis set).

Geometry as ORCA input:
```
! RIJCOSX wB97M-V def2-TZVPD def2/J DEFGRID3
* xyz 0 1
C -1.491 0.409 -1.151
C -0.746 0.692 0.146
O -1.005 -0.334 1.105
C 0.070 -1.254 1.060
C 1.313 -0.377 0.899
C 0.811 0.762 -0.012
O 1.261 0.651 -1.350
H -2.563 0.348 -0.940
H -1.191 -0.552 -1.586
H -1.317 1.187 -1.897
H -1.127 1.622 0.583
H -0.035 -1.953 0.213
H 0.046 -1.846 1.979
H 1.630 0.010 1.873
H 2.166 -0.886 0.440
H 1.191 1.731 0.324
H 0.988 -0.211 -1.688
*
```

HOMO level: -9.8 eV
ΔE to the lowest compared entry with this formula, charge and spin: 31.59 kcal per mole
E_LUMO: 0.9 eV

natural (NBO) population analysis, charges in e, atoms 1 to 2: atom 1 (C): -0.635, atom 2 (C): 0.063

***

Entry 4:
Entry from OMol25: a molecular structure, C5H7IN2O at a distorted geometry (ωB97M-V with the def2-TZVPD basis set).

Geometry as ORCA input:
```
! RIJCOSX wB97M-V def2-TZVPD def2/J DEFGRID3
* xyz 0 1
C 1.343 -1.183 -0.434
C -0.072 0.998 -2.113
C 0.191 1.863 -0.931
C -0.486 0.566 -0.730
C -0.513 -1.257 2.488
N 0.629 -1.174 0.567
N -0.389 -1.752 1.102
O 2.220 -1.136 -1.193
I -2.255 -0.077 -0.013
H -0.853 1.205 -2.831
H 0.794 0.744 -2.550
H 1.244 2.055 -0.863
H -0.381 2.788 -0.857
H -1.544 -1.271 2.735
H -0.002 -0.335 2.590
H 0.074 -2.033 3.034
*
```

HOMO level (spin up / spin down): -7.9 / -8.1 eV
ΔE to the lowest compared entry with this formula, charge and spin: 137.58 kcal per mole
E_LUMO (spin up / spin down): -0.4 / -0.2 eV

natural (NBO) population analysis, charges in e, atoms 1 to 2: atom 1 (C): 0.861, atom 2 (C): -0.464

***

Entry 5:
Entry from OMol25: C3H4ClNO2 in the gas phase at a distorted geometry (ωB97M-V with the def2-TZVPD basis set).

Geometry as ORCA input:
```
! RIJCOSX wB97M-V def2-TZVPD def2/J DEFGRID3
* xyz 0 3
C 0.895 -1.425 0.305
C -0.014 1.000 0.049
C -1.462 0.615 -0.267
N 1.003 -0.101 0.331
O 1.776 -2.233 0.097
O 0.464 2.054 0.143
Cl 2.604 0.444 -0.072
H -0.080 -1.817 0.421
H -2.057 1.363 -0.776
H -1.298 -0.212 -0.912
H -1.829 0.312 0.682
*
```

HOMO level (spin up / spin down): -6.1 / -10.5 eV
ΔE to the lowest compared entry with this formula, charge and spin: 20.56 kcal per mole
E_LUMO (spin up / spin down): 0.5 / -3.5 eV

natural (NBO) population analysis, charges in e, atoms 1 to 2: atom 1 (C): 0.473, atom 2 (C): 0.694

***

Please write out number 3 again, unchanged.
Entry from OMol25: C5H10O2 in the gas phase (ωB97M-V with the def2-TZVPD basis set).

Geometry as ORCA input:
```
! RIJCOSX wB97M-V def2-TZVPD def2/J DEFGRID3
* xyz 0 1
C -1.491 0.409 -1.151
C -0.746 0.692 0.146
O -1.005 -0.334 1.105
C 0.070 -1.254 1.060
C 1.313 -0.377 0.899
C 0.811 0.762 -0.012
O 1.261 0.651 -1.350
H -2.563 0.348 -0.940
H -1.191 -0.552 -1.586
H -1.317 1.187 -1.897
H -1.127 1.622 0.583
H -0.035 -1.953 0.213
H 0.046 -1.846 1.979
H 1.630 0.010 1.873
H 2.166 -0.886 0.440
H 1.191 1.731 0.324
H 0.988 -0.211 -1.688
*
```

HOMO level: -9.8 eV
ΔE to the lowest compared entry with this formula, charge and spin: 31.59 kcal per mole
E_LUMO: 0.9 eV

natural (NBO) population analysis, charges in e, atoms 1 to 2: atom 1 (C): -0.635, atom 2 (C): 0.063